(1)
Computed, not measured: a cluster of 4 separate species, C33H53ClF24N4O5PS in total at a distorted geometry, with ωB97M-V with the def2-TZVPD basis set.

The spin multiplicity is 1. The value obtained for the gap between HOMO and LUMO is 9.869 eV. The calculation puts the LUMO energy at -2.90 eV. The net charge is +1.

Element x y z (Å)
C  3.93841  -0.65172  -1.63261
C  3.65321  0.81609  -1.29186
C  3.01251  1.49167  -2.50343
C  2.41965  2.86482  -2.16062
C  1.04554  2.77238  -1.46374
C  -0.14164  3.06823  -2.41546
C  -1.20296  3.99555  -1.80151
C  -2.55677  3.34681  -1.41890
N  -3.04954  2.63073  -2.57440
C  -3.14076  3.39061  -3.81659
C  -4.27481  2.88313  -4.70069
C  -5.65418  2.94792  -4.02130
C  -3.44948  4.48365  -0.88275
N  -3.16993  4.75780  0.52814
C  -3.66541  3.62192  1.31035
C  -3.08903  2.24873  0.89755
C  -4.18240  1.16380  0.83780
C  -5.38192  1.54698  -0.06416
C  -6.00321  0.46933  -0.97104
C  -5.01559  -0.43198  -1.70259
S  -5.85398  -1.45384  -2.90017
O  -6.90326  -0.69958  -3.50576
O  -4.89604  -2.04687  -3.77075
Cl  -6.70967  -2.87626  -1.71482
P  -1.93098  1.73945  2.31867
N  -2.56846  1.78702  3.74562
N  -2.21984  2.30495  -0.36047
H  4.39502  -1.19494  -0.81270
H  2.99062  -1.09764  -1.92728
H  4.58808  -0.66548  -2.50444
H  2.99971  0.88720  -0.41930
H  4.58734  1.30918  -1.02526
H  2.23819  0.82022  -2.87445
H  3.78952  1.65096  -3.24783
H  3.10603  3.31060  -1.44142
H  2.36953  3.50403  -3.03719
H  0.93084  1.74291  -1.11296
H  1.04676  3.43451  -0.59782
H  -0.54439  2.12142  -2.76669
H  0.24509  3.58179  -3.29141
H  -1.36573  4.89812  -2.37544
H  -0.78760  4.32647  -0.84447
H  -3.91800  2.14810  -2.38467
H  -3.29304  4.46370  -3.67715
H  -2.22272  3.28700  -4.39550
H  -4.03077  1.86904  -5.01138
H  -4.30819  3.49602  -5.59663
H  -6.41744  3.39576  -4.64446
H  -5.97679  1.93196  -3.79307
H  -5.61219  3.45310  -3.05559
H  -3.16832  5.37355  -1.43717
H  -4.51068  4.33917  -1.05597
H  -2.16670  4.85025  0.64654
H  -3.44088  3.84074  2.35247
H  -4.74759  3.64220  1.23166
H  -4.54954  1.09889  1.85983
H  -3.73733  0.19539  0.62276
H  -6.18202  1.84544  0.60798
H  -5.17984  2.41636  -0.67877
H  -6.56026  1.00719  -1.73559
H  -6.73797  -0.13288  -0.44385
H  -4.60380  -1.13506  -0.97996
H  -4.16983  0.06490  -2.17017
H  -0.81347  2.59694  2.14498
H  -1.48828  0.44536  1.96517
H  -3.54331  2.06139  3.69098
H  -2.26238  1.39188  -0.82041
H  -1.25125  2.44064  -0.06361
C  6.16897  -5.03832  -3.24776
C  5.47385  -3.83911  -3.91570
C  5.21035  -3.92217  -5.42020
F  6.35307  -4.01939  -6.12272
F  4.57911  -2.78650  -5.81280
F  6.15139  -2.71021  -3.61931
F  4.24554  -3.73114  -3.32726
O  7.55509  -4.93459  -2.99038
C  8.49327  -5.27980  -3.93411
C  9.34351  -4.07503  -4.34447
F  8.56919  -3.10038  -4.86513
F  10.22939  -4.46113  -5.28766
F  7.93338  -5.88991  -4.99464
F  9.32416  -6.17338  -3.35655
H  5.72864  -5.09353  -2.25365
H  5.91505  -5.97943  -3.73527
H  4.56668  -4.77512  -5.65284
H  9.87962  -3.67846  -3.47993
C  -1.69427  -3.43096  3.01954
C  -1.01057  -4.56796  3.78884
C  0.46938  -4.38024  4.11424
F  1.22521  -4.27391  2.99998
F  0.91119  -5.46121  4.79534
F  -1.21106  -5.73227  3.13762
F  -1.64895  -4.66712  4.98635
O  -1.85786  -3.60964  1.61487
C  -0.86882  -3.28805  0.72183
C  -0.38985  -4.51166  -0.06712
F  0.11201  -5.44548  0.75424
F  0.58547  -4.11828  -0.91984
F  0.14048  -2.61397  1.30099
F  -1.41317  -2.43227  -0.18606
H  -2.71458  -3.40100  3.39847
H  -1.26307  -2.46031  3.26406
H  0.62762  -3.50119  4.74272
H  -1.22016  -4.94276  -0.63286
C  2.27257  0.24266  5.91992
C  0.98951  -0.43595  6.43964
C  -0.30211  0.40459  6.41434
F  -0.17136  1.47451  7.21855
F  -1.31744  -0.34556  6.90700
F  1.18522  -0.89573  7.68767
F  0.84824  -1.57020  5.67420
O  3.16010  0.80628  6.86168
C  3.01648  2.09796  7.31383
C  2.74639  2.14104  8.81999
F  1.61710  1.47022  9.12002
F  2.59038  3.42798  9.19903
F  2.08542  2.77084  6.60786
F  4.19450  2.72100  7.10189
H  2.85221  -0.56831  5.48169
H  2.06273  0.93186  5.10101
H  -0.61521  0.76920  5.42819
H  3.58022  1.69583  9.36640

=====

(2)
Computed, not measured: a structure of composition C33H54Br54P at a distorted geometry, with ωB97M-V with the def2-TZVPD basis set.

The spin multiplicity is 1. The value obtained for the gap between HOMO and LUMO is 4.584 eV. The calculation puts the LUMO energy at 0.77 eV. The net charge is -1.

Element x y z (Å)
C  5.37730  -0.16828  -1.09022
C  6.07578  -0.72537  -2.35545
C  5.81455  0.08910  -3.63140
C  4.46171  -0.25266  -4.29995
C  3.28932  0.49222  -3.64835
C  2.12347  0.78247  -4.60972
C  2.16563  2.18985  -5.21213
C  1.58127  3.32150  -4.35366
C  0.27299  3.03210  -3.60514
C  0.41892  2.98081  -2.07285
C  0.55867  1.58743  -1.47463
C  -0.76606  0.86041  -1.28487
C  -1.44237  0.44205  -2.58852
C  -2.18730  -0.90492  -2.48630
C  -1.18577  -2.05548  -2.38845
P  -0.13188  -2.36158  -3.97061
H  4.70258  -0.91098  -0.66456
H  6.10854  0.07191  -0.31569
H  4.81087  0.73848  -1.29561
H  5.77650  -1.76300  -2.49912
H  7.15132  -0.68608  -2.17078
H  5.77603  1.15095  -3.37345
H  6.63711  -0.09566  -4.32465
H  4.29767  -1.32087  -4.14582
H  4.52120  -0.05316  -5.37142
H  2.89811  -0.15920  -2.86330
H  3.61048  1.42715  -3.17676
H  1.18599  0.54402  -4.11170
H  2.19396  0.07200  -5.43764
H  3.22400  2.42278  -5.38549
H  1.69916  2.14591  -6.19855
H  1.37517  4.14544  -5.04280
H  2.33949  3.70748  -3.67446
H  -0.19267  2.13780  -4.01344
H  -0.41141  3.84538  -3.82189
H  -0.43681  3.46016  -1.58258
H  1.28855  3.58667  -1.80294
H  0.99084  1.71396  -0.47799
H  1.25515  0.95105  -2.02355
H  -0.53507  -0.06109  -0.74040
H  -1.40658  1.45682  -0.63363
H  -2.14206  1.21454  -2.92836
H  -0.71450  0.31523  -3.38840
H  -2.79847  -0.86365  -1.57197
H  -2.84317  -0.99542  -3.35089
H  -0.49703  -1.94474  -1.54506
H  -1.73913  -2.98527  -2.20212
H  0.96964  -1.53438  -3.39462
H  -0.72054  -1.20942  -4.68151
H  -1.19424  -3.23996  -4.59247
H  0.41622  -3.57712  -3.34140
H  0.72319  -2.62105  -5.15005
C  -2.69017  2.13466  2.38004
Br  -0.81954  2.53189  2.17227
Br  -3.79356  3.56479  1.70730
Br  -3.13808  0.41379  1.62575
H  -2.87221  2.05907  3.44191
C  2.32543  0.78478  3.68944
Br  0.80982  -0.09287  4.49677
Br  2.37190  0.54705  1.78275
Br  2.31109  2.64567  4.18329
H  3.22539  0.33532  4.08276
C  0.18259  -3.92837  2.34131
Br  2.07229  -3.66349  2.08694
Br  -0.82038  -2.34291  1.95036
Br  -0.46364  -5.44530  1.35054
H  0.03114  -4.15666  3.38674
C  -3.32602  -7.56870  2.85774
Br  -4.11616  -6.21989  3.98173
Br  -2.50537  -8.97091  3.89200
Br  -4.58971  -8.26777  1.58891
H  -2.53937  -7.08566  2.29715
C  -1.34779  6.51835  2.22432
Br  0.52161  6.15814  2.49154
Br  -2.09534  7.56572  3.66263
Br  -1.67588  7.34038  0.51614
H  -1.85842  5.56446  2.22751
C  -6.63648  -8.02511  7.02291
Br  -5.09130  -9.13920  6.75945
Br  -7.51965  -7.62737  5.36126
Br  -7.85396  -8.77753  8.31044
H  -6.28770  -7.08693  7.43047
C  1.34833  -7.48365  4.68729
Br  1.16298  -9.25471  5.41900
Br  -0.02740  -6.31552  5.34426
Br  3.11409  -6.77433  4.97349
H  1.20202  -7.55919  3.61829
C  3.68456  7.21579  -1.55346
Br  1.88274  7.38363  -0.89521
Br  4.49448  5.54975  -1.02534
Br  3.76707  7.48289  -3.46045
H  4.26335  8.00471  -1.09695
C  2.84384  -6.45863  9.42236
Br  2.09367  -8.13503  8.84616
Br  2.00145  -4.96178  8.55897
Br  2.80067  -6.28442  11.34156
H  3.88238  -6.45601  9.12596
C  -0.34384  -7.12425  -2.82330
Br  -0.26487  -8.80859  -1.87691
Br  -1.99840  -6.20053  -2.48925
Br  1.17478  -6.01863  -2.46208
H  -0.32369  -7.35678  -3.87862
C  3.45943  10.19473  -6.21024
Br  5.31392  10.67390  -6.40304
Br  2.29448  11.61725  -6.78276
Br  3.05709  8.54272  -7.10866
H  3.27801  10.03645  -5.15611
C  -5.81289  8.52594  1.93314
Br  -7.28960  8.49879  3.16881
Br  -5.78342  6.95859  0.82263
Br  -5.79538  10.13642  0.87789
H  -4.90379  8.51758  2.51873
C  6.18159  1.94828  5.26513
Br  4.87457  0.95790  6.27366
Br  6.10134  1.48228  3.39698
Br  5.97008  3.84277  5.52292
H  7.15813  1.66608  5.62942
C  -2.23747  8.60419  -3.41622
Br  -2.00616  6.70039  -3.44455
Br  -3.86542  9.10511  -2.51216
Br  -0.71244  9.48293  -2.63335
H  -2.31532  8.93932  -4.44003
C  -5.49889  -3.26439  -5.20262
Br  -3.57565  -3.24040  -4.98213
Br  -6.39009  -2.20828  -3.85173
Br  -6.03889  -2.72385  -6.98014
H  -5.83705  -4.28311  -5.07359
C  -9.83551  -5.24640  9.55246
Br  -9.02521  -6.28801  10.95235
Br  -8.55287  -4.76619  8.19767
Br  -11.35764  -6.14692  8.79405
H  -10.19196  -4.32938  9.99726
C  5.00539  7.98352  4.94903
Br  6.10662  7.29251  6.37613
Br  6.07725  8.71738  3.52899
Br  3.76246  6.67084  4.29370
H  4.42363  8.79357  5.36318
C  -3.76822  -8.77858  -4.71796
Br  -5.26905  -8.87475  -3.51602
Br  -3.49742  -10.44467  -5.64980
Br  -3.92867  -7.29831  -5.93169
H  -2.89005  -8.60262  -4.11218

=====

Number 1: highest occupied orbital energy -12.77 eV. Number 2: highest occupied orbital energy -3.82 eV.